Record 1
# C31H23N6O2Re

C31H23N6O2Re as an isolated structure (ωB97M-V with the def2-TZVPD basis set, the OMol25 dataset).

Structure (ORCA input):
```
! RIJCOSX wB97M-V def2-TZVPD def2/J DEFGRID3
* xyz 1 2
Re 0.227 -0.439 0.069
C 0.717 1.490 5.278
C -0.173 0.424 5.275
C -0.690 -0.049 4.080
C -0.314 0.552 2.883
C 0.566 1.624 2.881
C 1.084 2.088 4.083
N -0.831 0.039 1.651
C -2.183 0.240 1.373
C -3.088 1.000 2.119
C -4.400 1.075 1.696
C -4.842 0.409 0.548
C -3.963 -0.342 -0.204
C -2.637 -0.393 0.209
N -1.609 -1.107 -0.412
N -1.875 -2.208 -1.031
C -0.735 -2.938 -1.126
C -0.735 -4.188 -1.758
C 0.388 -4.967 -1.684
C 1.490 -4.508 -0.948
C 1.446 -3.271 -0.367
N 0.368 -2.453 -0.482
H 1.122 1.855 6.213
H -0.464 -0.045 6.206
H -1.380 -0.884 4.068
H 0.836 2.102 1.947
H 1.770 2.924 4.080
H -2.764 1.514 3.014
H -5.105 1.663 2.269
H -5.878 0.488 0.247
H -4.268 -0.865 -1.099
H -1.638 -4.505 -2.258
H 0.413 -5.939 -2.158
H 2.372 -5.117 -0.817
H 2.270 -2.909 0.223
O 1.945 -0.454 0.975
C 3.159 -0.794 0.509
C 4.112 -1.191 1.448
C 5.373 -1.569 1.036
C 5.724 -1.546 -0.316
C 4.801 -1.132 -1.247
C 3.500 -0.764 -0.865
C 2.611 -0.249 -1.874
N 1.365 -0.001 -1.659
N 0.731 0.803 -2.595
C -0.223 1.430 -1.996
O -0.441 1.215 -0.691
C -1.104 2.394 -2.658
C -2.176 2.946 -1.959
C -3.014 3.848 -2.595
C -2.785 4.196 -3.918
C -1.716 3.644 -4.614
C -0.874 2.743 -3.988
H 3.829 -1.197 2.491
H 6.101 -1.883 1.773
H 6.718 -1.837 -0.625
H 5.068 -1.082 -2.296
H 3.016 0.042 -2.840
H -2.351 2.666 -0.929
H -3.846 4.281 -2.056
H -3.441 4.901 -4.411
H -1.539 3.920 -5.645
H -0.039 2.307 -4.518
*
```

Its HOMO energy (spin up / spin down) is -10.4 / -10.9 eV. Its lowest unoccupied orbital energy (spin up / spin down) is -4.02 / -5.01 eV. As for the expectation value of S²: 0.8245. Its HOMO-LUMO gap (spin up / spin down) is 6.39 / 5.85 eV. The total energy is -1752.2490 a.u.

***

Record 2
# C31H23N9ReS

C31H23N9ReS as an isolated structure (ωB97M-V with the def2-TZVPD basis set, the OMol25 dataset).

Structure (ORCA input):
```
! RIJCOSX wB97M-V def2-TZVPD def2/J DEFGRID3
* xyz 2 2
Re 0.797 -0.933 -0.469
C -1.595 0.915 -3.450
C -1.268 2.276 -3.447
C -0.211 2.708 -2.688
C 0.523 1.793 -1.922
N 0.172 0.486 -1.890
C -0.864 0.070 -2.661
N 1.617 2.300 -1.263
C 2.465 1.565 -0.657
N 2.380 0.169 -0.465
C 3.678 -0.295 -0.158
N 4.112 -1.485 -0.294
C 3.406 -2.481 -0.928
C 4.128 -3.640 -1.241
C 3.531 -4.647 -1.957
C 2.202 -4.497 -2.366
C 1.532 -3.360 -2.004
N 2.107 -2.360 -1.292
C 4.489 0.869 0.201
C 5.788 0.954 0.667
C 6.315 2.230 0.830
C 5.578 3.370 0.507
C 4.283 3.277 0.009
C 3.751 2.007 -0.119
H -2.401 0.526 -4.053
H -1.837 2.976 -4.044
H 0.099 3.741 -2.661
H -1.093 -0.990 -2.610
H 5.155 -3.692 -0.912
H 4.083 -5.543 -2.207
H 1.699 -5.257 -2.943
H 0.492 -3.214 -2.269
H 6.363 0.069 0.894
H 7.322 2.345 1.206
H 6.030 4.343 0.637
H 3.716 4.155 -0.264
S 0.349 -2.694 1.004
C -1.166 -2.145 1.636
N -1.733 -2.927 2.571
N -2.898 -2.781 3.047
C -4.069 -2.069 2.658
C -4.974 -1.822 3.684
C -6.188 -1.223 3.390
C -6.500 -0.909 2.076
C -5.599 -1.197 1.055
C -4.373 -1.771 1.334
N -1.592 -0.916 1.369
N -0.798 -0.220 0.625
C -1.168 1.174 0.604
C -0.260 2.114 1.069
C -0.615 3.456 1.058
C -1.860 3.841 0.584
C -2.764 2.885 0.137
C -2.428 1.542 0.150
H -3.050 -3.387 3.849
H -4.730 -2.086 4.706
H -6.890 -1.017 4.185
H -7.452 -0.455 1.840
H -5.863 -0.981 0.029
H -3.692 -2.012 0.531
H 0.692 1.795 1.476
H 0.080 4.196 1.431
H -2.135 4.886 0.578
H -3.742 3.188 -0.212
H -3.127 0.786 -0.182
*
```

Its HOMO energy (spin up / spin down) is -13.4 / -13.7 eV. Its lowest unoccupied orbital energy (spin up / spin down) is -7.44 / -7.62 eV. As for the expectation value of S²: 1.1697. Its HOMO-LUMO gap (spin up / spin down) is 6.00 / 6.06 eV. As for the energy above the lowest of the compared OMol25 structures with the same formula, charge and spin: 47.2 kJ/mol. The total energy is -2163.8567 a.u.

***

Record 3
# C31H24Br2FIMnN3O3

C31H24Br2FIMnN3O3 as an isolated structure (ωB97M-V with the def2-TZVPD basis set, the OMol25 dataset).

Structure (ORCA input):
```
! RIJCOSX wB97M-V def2-TZVPD def2/J DEFGRID3
* xyz -1 6
Mn -0.502 -0.129 0.382
C -0.958 0.798 -4.271
C 0.357 0.221 -3.838
N 1.262 -0.047 -4.771
C 2.424 -0.575 -4.362
C 2.742 -0.847 -3.052
C 4.118 -1.349 -2.750
O 4.082 -2.717 -2.308
C 1.792 -0.564 -2.021
C 2.159 -0.841 -0.677
N 1.537 -0.483 0.492
C 2.283 -0.614 1.641
C 3.701 -0.718 1.604
C 4.481 -0.874 2.730
C 3.910 -0.920 3.994
C 2.538 -0.755 4.082
C 1.747 -0.589 2.954
I -0.276 -0.253 3.358
C 0.545 -0.021 -2.454
O -0.443 0.234 -1.642
H -0.936 0.977 -5.345
H -1.170 1.729 -3.740
H -1.781 0.122 -4.028
H 3.157 -0.780 -5.139
H 4.579 -0.728 -1.970
H 4.730 -1.269 -3.653
H 4.987 -2.994 -2.140
H 3.029 -1.474 -0.582
H 4.203 -0.635 0.652
H 5.556 -0.945 2.610
H 4.508 -1.054 4.885
H 2.062 -0.747 5.055
C 1.843 2.571 0.587
C 0.410 3.003 0.544
C 0.106 4.385 0.440
C -1.189 4.798 0.418
C -2.234 3.849 0.484
C -3.612 4.171 0.475
Br -4.182 5.982 0.389
C -4.550 3.182 0.531
C -4.161 1.837 0.585
Br -5.508 0.515 0.651
C -2.830 1.432 0.579
O -2.467 0.195 0.606
C -1.856 2.494 0.556
N -0.549 2.108 0.605
H 2.498 3.441 0.576
H 2.078 1.933 -0.266
H 2.044 1.988 1.487
H 0.922 5.091 0.383
H -1.440 5.848 0.346
H -5.605 3.418 0.530
F -5.748 -4.177 1.888
C -4.533 -3.694 1.515
C -4.406 -3.095 0.277
C -3.167 -2.606 -0.096
C -2.055 -2.721 0.744
C -0.739 -2.207 0.334
C -2.235 -3.330 1.988
C -3.472 -3.820 2.384
H -5.270 -3.002 -0.368
H -3.054 -2.105 -1.049
H -0.542 -2.310 -0.735
H 0.086 -2.614 0.915
H -1.387 -3.423 2.656
H -3.615 -4.295 3.346
*
```

Its HOMO energy (spin up / spin down) is -2.8 / -4.7 eV. Its lowest unoccupied orbital energy (spin up / spin down) is 2.16 / 2.19 eV. As for the expectation value of S²: 9.0752. Its HOMO-LUMO gap (spin up / spin down) is 4.96 / 6.86 eV. As for the energy above the lowest of the compared OMol25 structures with the same formula, charge and spin: 107.3 kJ/mol. The total energy is -8282.4248 a.u.

***

Record 4
# C31H24Cl56IN4OP

A 15-piece molecular cluster, C31H24Cl56IN4OP overall in a non-equilibrium geometry (ωB97M-V with the def2-TZVPD basis set, the OMol25 dataset).

Structure (ORCA input):
```
! RIJCOSX wB97M-V def2-TZVPD def2/J DEFGRID3
* xyz 0 1
C -4.633 3.107 -4.075
C -3.559 3.768 -4.924
C -3.243 5.113 -4.248
C -2.220 3.000 -5.061
C -2.225 1.460 -4.850
C -1.549 1.047 -3.566
C -0.180 1.064 -3.499
C 0.551 0.724 -2.327
C 2.051 0.772 -2.473
C 2.734 1.905 -1.771
N 3.174 2.877 -2.460
C -0.124 0.373 -1.189
C 0.568 0.034 0.107
C 0.323 1.089 1.183
N 0.949 2.378 0.841
C -1.551 0.303 -1.225
N -2.213 -0.090 -0.104
C -3.516 -0.171 -0.201
P -4.538 -0.719 1.237
O -4.359 -2.353 1.116
I -3.137 -0.091 3.127
C -4.218 0.127 -1.384
N -3.612 0.531 -2.468
C -2.256 0.631 -2.412
H -4.923 2.122 -4.421
H -5.533 3.720 -4.149
H -4.364 3.090 -3.023
H -3.969 4.021 -5.899
H -2.533 5.707 -4.820
H -2.753 4.889 -3.299
H -4.144 5.666 -3.999
H -1.519 3.438 -4.358
H -1.876 3.165 -6.078
H -3.203 1.009 -4.970
H -1.597 1.051 -5.640
H 0.397 1.364 -4.362
H 2.299 0.882 -3.523
H 2.521 -0.154 -2.142
H 2.882 1.884 -0.695
H 3.638 3.549 -1.852
H 1.643 -0.007 -0.042
H 0.229 -0.928 0.482
H -0.743 1.231 1.335
H 0.720 0.757 2.140
H 0.277 2.987 0.393
H 1.236 2.859 1.681
H -3.769 -2.691 1.799
H -5.295 0.032 -1.417
C -1.264 -4.161 -3.174
Cl -1.819 -4.799 -4.725
Cl -2.644 -3.940 -2.097
Cl -0.120 -5.295 -2.445
Cl -0.453 -2.615 -3.427
C -4.394 0.965 -8.466
Cl -5.118 0.692 -10.049
Cl -3.459 2.463 -8.493
Cl -5.660 1.091 -7.241
Cl -3.324 -0.384 -8.065
C 5.236 1.113 -6.323
Cl 5.511 -0.483 -5.608
Cl 4.677 2.227 -5.079
Cl 6.753 1.704 -7.012
Cl 4.021 0.982 -7.601
C -1.887 0.357 7.181
Cl -1.036 0.856 5.714
Cl -2.451 -1.309 6.972
Cl -0.786 0.465 8.554
Cl -3.275 1.412 7.441
C -2.635 4.765 9.392
Cl -2.045 3.435 10.391
Cl -4.305 4.444 8.913
Cl -2.570 6.268 10.316
Cl -1.627 4.913 7.950
C 8.242 -3.397 -4.379
Cl 8.507 -4.937 -3.555
Cl 6.538 -3.258 -4.826
Cl 8.676 -2.068 -3.302
Cl 9.237 -3.325 -5.834
C -1.630 -2.467 11.612
Cl 0.117 -2.682 11.499
Cl -2.305 -2.401 9.977
Cl -2.333 -3.808 12.517
Cl -1.986 -0.948 12.442
C 3.988 -2.479 12.139
Cl 3.592 -1.513 10.714
Cl 3.389 -4.127 11.915
Cl 5.739 -2.514 12.359
Cl 3.227 -1.766 13.563
C -4.743 -6.573 9.565
Cl -5.564 -6.863 8.029
Cl -5.919 -6.591 10.882
Cl -3.536 -7.834 9.837
Cl -3.945 -4.999 9.511
C 6.380 4.552 0.118
Cl 5.950 3.844 1.681
Cl 4.953 5.329 -0.580
Cl 7.654 5.749 0.342
Cl 6.930 3.279 -0.974
C -6.255 -7.016 4.061
Cl -5.884 -5.305 4.295
Cl -4.921 -7.995 4.676
Cl -7.731 -7.421 4.943
Cl -6.485 -7.340 2.342
C 4.334 -3.132 -0.709
Cl 5.789 -3.559 -1.611
Cl 4.063 -1.391 -0.823
Cl 2.946 -3.973 -1.399
Cl 4.525 -3.591 0.987
C -3.067 -1.740 -13.127
Cl -2.122 -3.206 -13.401
Cl -2.768 -0.593 -14.436
Cl -4.787 -2.147 -13.085
Cl -2.605 -1.014 -11.589
C 11.211 3.785 1.642
Cl 12.136 2.355 1.173
Cl 11.541 5.097 0.503
Cl 9.488 3.414 1.617
Cl 11.684 4.286 3.268
*
```

Its HOMO energy is -8.7 eV. Its lowest unoccupied orbital energy is -0.63 eV. Its HOMO-LUMO gap is 8.06 eV. The total energy is -27899.5719 a.u.

***

Record 5
# C31H24Cl5I2N5O2PdS4

C31H24Cl5I2N5O2PdS4 as an isolated structure in a non-equilibrium geometry (ωB97M-V with the def2-TZVPD basis set, the OMol25 dataset).

Structure (ORCA input):
```
! RIJCOSX wB97M-V def2-TZVPD def2/J DEFGRID3
* xyz 2 1
Pd 0.610 -0.416 -0.814
Cl -0.933 0.376 2.684
C 0.640 -0.234 2.413
C 1.152 -0.455 1.142
C 2.464 -0.861 1.032
Cl 3.034 -0.978 -0.619
C 3.302 -1.112 2.102
Cl 4.896 -1.660 1.830
C 2.789 -0.899 3.378
Cl 3.780 -1.154 4.741
C 1.470 -0.457 3.528
Cl 0.862 -0.163 5.095
N 0.621 2.786 1.515
C 1.552 2.383 0.678
S 1.051 1.829 -0.935
N 2.845 2.430 0.934
C 3.510 2.689 2.181
C 3.084 3.659 3.079
C 3.770 3.815 4.276
C 4.871 3.023 4.565
C 5.314 2.090 3.638
C 4.637 1.923 2.442
H -0.354 2.674 1.255
H 0.834 3.034 2.471
H 3.428 2.056 0.194
H 2.287 4.351 2.844
H 3.453 4.579 4.972
H 5.397 3.150 5.501
H 6.188 1.488 3.845
H 4.982 1.197 1.715
I -0.139 0.944 -6.874
C 0.431 -0.064 -5.183
C 0.809 -1.386 -5.071
N 1.065 -1.614 -3.774
N 0.895 -0.506 -3.031
C 0.499 0.438 -3.882
H 0.907 -2.160 -5.812
H 1.395 -2.474 -3.357
H 0.267 1.437 -3.548
N -1.268 -3.057 -2.065
C -0.247 -3.353 -1.298
O 0.524 -2.498 -0.776
C 0.108 -4.788 -1.075
I 1.104 -5.513 -2.818
H -1.542 -2.082 -2.158
H -1.870 -3.780 -2.426
H -0.769 -5.408 -0.907
H 0.812 -4.874 -0.255
O -1.231 -0.311 -1.338
C -2.536 -0.131 -0.763
C -2.999 -1.486 -0.243
C -2.410 -2.257 0.718
C -3.032 -3.524 0.876
C -4.082 -3.686 0.022
S -4.319 -2.315 -0.961
C -2.677 0.980 0.250
C -2.128 2.227 0.212
C -2.584 3.059 1.275
C -3.484 2.420 2.074
S -3.782 0.823 1.547
C -3.365 0.273 -1.988
C -2.983 0.233 -3.299
C -4.010 0.670 -4.184
C -5.136 1.031 -3.518
S -4.966 0.865 -1.826
H -1.554 -1.941 1.287
H -2.727 -4.267 1.597
H -4.750 -4.528 -0.059
H -1.468 2.555 -0.577
H -2.294 4.091 1.413
H -4.011 2.813 2.929
H -2.005 -0.086 -3.625
H -3.914 0.698 -5.259
H -6.066 1.387 -3.930
*
```

Its HOMO energy is -13.2 eV. Its lowest unoccupied orbital energy is -8.09 eV. Its HOMO-LUMO gap is 5.08 eV. As for the energy above the lowest of the compared OMol25 structures with the same formula, charge and spin: 142.8 kJ/mol. The total energy is -6236.3746 a.u.

***

Record 6
# C31H24CrN3O2

C31H24CrN3O2 as an isolated structure (ωB97M-V with the def2-TZVPD basis set, the OMol25 dataset).

Structure (ORCA input):
```
! RIJCOSX wB97M-V def2-TZVPD def2/J DEFGRID3
* xyz 0 2
Cr 0.230 0.028 -0.012
C 3.832 -1.738 -1.398
C 4.236 -0.564 -2.157
C 3.448 0.508 -2.277
C 2.068 0.495 -1.687
N 1.772 -0.680 -0.851
C 2.644 -1.728 -0.767
C 0.301 2.031 -1.016
C -0.526 3.071 -0.497
C -1.808 3.184 -0.948
C -2.330 2.305 -1.930
C -1.534 1.344 -2.490
C -0.212 1.179 -2.031
H 4.492 -2.587 -1.301
H 5.214 -0.557 -2.626
H 3.751 1.380 -2.842
H 2.328 -2.550 -0.135
H -0.127 3.776 0.220
H -2.438 3.978 -0.565
H -3.349 2.433 -2.272
H -1.902 0.731 -3.305
O 0.149 -1.437 1.219
N -0.932 -1.607 1.883
N -1.792 -0.718 1.628
O -1.528 0.256 0.766
C -3.081 -0.734 2.256
C -3.901 0.365 2.075
C -5.153 0.375 2.673
C -5.572 -0.701 3.439
C -4.735 -1.798 3.607
C -3.484 -1.824 3.016
H -3.557 1.191 1.469
H -5.800 1.231 2.537
H -6.550 -0.690 3.903
H -5.058 -2.642 4.200
H -2.826 -2.673 3.134
C 1.724 2.580 -6.474
C 1.425 1.226 -6.478
C 1.182 0.564 -5.281
C 1.231 1.242 -4.069
C 1.529 2.604 -4.076
C 1.778 3.267 -5.267
C 0.934 0.512 -2.776
C 1.614 1.588 -0.669
C 2.439 2.113 0.435
C 1.832 2.459 1.651
C 2.573 2.944 2.715
C 3.949 3.089 2.596
C 4.567 2.734 1.406
C 3.823 2.250 0.339
H 1.914 3.100 -7.404
H 1.383 0.684 -7.415
H 0.961 -0.498 -5.285
H 1.562 3.149 -3.138
H 2.011 4.325 -5.258
H 0.723 -0.533 -3.003
H 0.763 2.319 1.773
H 2.079 3.196 3.645
H 4.532 3.463 3.428
H 5.640 2.832 1.304
H 4.326 1.971 -0.576
*
```

Its HOMO energy (spin up / spin down) is -6.8 / -6.8 eV. Its lowest unoccupied orbital energy (spin up / spin down) is -0.49 / -0.04 eV. As for the expectation value of S²: 1.0890. Its HOMO-LUMO gap (spin up / spin down) is 6.34 / 6.78 eV. As for the energy above the lowest of the compared OMol25 structures with the same formula, charge and spin: 34.2 kJ/mol. The total energy is -2554.7636 a.u.